C20H29N3O3 | the ωB97M-V functional and the def2-TZVPD basis

```
! RIJCOSX wB97M-V def2-TZVPD def2/J DEFGRID3
* xyz 0 1
C 9.19583 2.11692 -0.34373
O 8.84187 0.79084 -0.65573
C 7.59054 0.35891 -0.35508
C 6.60245 1.13229 0.24727
C 5.35384 0.59054 0.49775
C 5.06573 -0.72617 0.16132
C 3.74890 -1.36908 0.42419
O 3.63051 -2.56252 0.62771
N 2.68634 -0.52474 0.41820
C 1.32965 -0.97721 0.63247
C 0.59787 -0.05419 1.62080
C -0.26773 0.95657 0.87795
N -1.30884 0.26182 0.14795
C -2.59150 0.73016 0.24919
O -2.84143 1.79475 0.78624
N -3.55493 -0.04195 -0.33860
C -4.95609 0.31084 -0.22397
C -5.67026 0.06420 -1.55253
C -7.13843 0.46586 -1.44766
C -7.82690 -0.30800 -0.32747
C -7.11365 -0.06936 0.99986
C -5.64544 -0.47034 0.89851
C -0.93976 -0.98389 -0.49167
C 0.56961 -1.04006 -0.70287
C 6.06913 -1.50337 -0.41781
C 7.30894 -0.97079 -0.68166
H 8.56580 2.83714 -0.87556
H 10.22749 2.23098 -0.67239
H 9.13707 2.30608 0.73284
H 6.79431 2.15515 0.53133
H 4.61658 1.20683 0.99283
H 2.81232 0.43158 0.12914
H 1.42526 -1.98355 1.05255
H -0.04246 -0.64762 2.27438
H 1.32496 0.46214 2.24827
H 0.34279 1.55958 0.19362
H -0.76703 1.63907 1.56916
H -3.36302 -1.01073 -0.52982
H -4.97426 1.37830 0.01700
H -5.17751 0.63440 -2.34192
H -5.59902 -0.99698 -1.80707
H -7.20397 1.53602 -1.24120
H -7.64228 0.27540 -2.39757
H -7.81209 -1.37535 -0.56129
H -8.87074 0.00209 -0.24919
H -7.17809 0.98876 1.26102
H -7.59938 -0.64138 1.79315
H -5.13419 -0.26988 1.84205
H -5.57115 -1.54207 0.69071
H -1.43411 -1.05090 -1.46728
H -1.24988 -1.84751 0.11768
H 0.83012 -1.95717 -1.23135
H 0.86984 -0.19828 -1.33030
H 5.84839 -2.53285 -0.65464
H 8.08802 -1.56130 -1.13676
*
```

- Largest force on an atom: 0.5 eV Å⁻¹
- SMILES string: COc1ccc(C(=O)NC2CCN(C(=O)NC3CCCCC3)CC2)cc1
- Kohn-Sham gap: 9.37 eV
- ΔE to the lowest compared entry with this formula, charge and spin: 1.174 eV
- HOMO: -0.3220 hartree

C5H6O | the ωB97M-V functional and the def2-TZVPD basis

```
! RIJCOSX wB97M-V def2-TZVPD def2/J DEFGRID3
* xyz 0 1
C -2.66660 -0.07011 0.07704
C -1.24465 -0.40923 0.04230
C -0.04038 -0.39657 -0.03273
C 1.23826 0.24753 -0.25418
C 2.56034 -0.14179 0.22965
O 2.19337 -0.32775 -1.12785
H -2.93247 0.38563 -0.88443
H -3.34348 -0.90477 0.27685
H -2.81036 0.69423 0.85015
H 1.07315 1.31564 -0.40529
H 2.69132 -1.04760 0.81334
H 3.28150 0.65481 0.41516
*
```

- Largest force on an atom: 0.7 eV Å⁻¹
- SMILES string: CC#C[C@H]1CO1
- Kohn-Sham gap: 10.50 eV
- ΔE to the lowest compared entry with this formula, charge and spin: 2.981 eV
- HOMO: -0.3500 hartree

C4H11IN | the ωB97M-V functional and the def2-TZVPD basis

```
! RIJCOSX wB97M-V def2-TZVPD def2/J DEFGRID3
* xyz 1 1
C 1.35207 -1.20102 0.94792
C 0.16176 1.13874 -1.35937
C -1.02030 0.93839 0.76437
C 0.01314 -1.19374 -0.18972
N -0.57701 0.19880 -0.41392
I -1.76144 -2.29284 0.18874
H 1.15073 -0.66668 1.81955
H 2.34851 -0.85256 0.50740
H 1.52717 -2.19040 1.26145
H 0.71588 1.79567 -0.76163
H 0.94376 0.62927 -1.93901
H -0.56255 1.80606 -1.91480
H -1.39696 1.88680 0.42467
H -1.77038 0.37068 1.30397
H -0.15653 1.15889 1.37892
H 0.48212 -1.69150 -1.03282
H -1.44998 0.16545 -0.98572
*
```

- Largest force on an atom: 3.5 eV Å⁻¹
- Kohn-Sham gap: 10.21 eV
- ΔE to the lowest compared entry with this formula, charge and spin: 1.342 eV
- HOMO: -0.5070 hartree

C11H23CaN3OP2 | the ωB97M-V functional and the def2-TZVPD basis

```
! RIJCOSX wB97M-V def2-TZVPD def2/J DEFGRID3
* xyz 1 2
Ca 0.04766 0.65782 0.54948
P 2.78566 -0.10815 1.20697
P -2.71684 1.07220 1.58828
N 1.11158 -0.30147 -1.40952
N -1.57083 0.48568 -1.26046
H 0.73770 -0.71623 -3.31754
H -1.40547 0.88079 -3.33563
H 0.80454 1.00646 -3.14867
C 0.47253 0.08626 -2.63176
H -1.39295 -0.83310 -2.89841
C -1.05041 0.16347 -2.58257
H 2.98233 -0.60689 -2.36447
H -3.52288 0.29585 -2.01171
C 2.33187 -1.07969 -1.55340
C -2.88057 0.47974 -1.12480
H 4.16936 -0.63953 -0.58661
C 3.21856 -1.10486 -0.32041
H 3.39516 -2.11625 0.05140
H -3.36480 0.04864 2.36880
H -3.59881 2.12596 1.94869
H 3.01305 -1.13609 2.18114
H 4.10831 0.38694 1.39272
O -0.48091 -1.30769 2.26816
C -0.57946 -2.44559 1.71338
C 0.56418 -3.43979 1.71985
C -1.71387 -2.81078 0.82777
H 2.27739 -2.08329 -2.08193
H 1.53868 -2.95495 1.54585
H 0.61897 -3.97629 2.68646
H 0.46233 -4.13985 0.88211
H -2.02220 -1.96594 0.19740
H -1.37687 -3.51856 0.05688
H -2.53358 -3.24445 1.43710
C -3.57908 0.67014 0.07996
H -4.66456 0.59233 0.02813
C 0.70168 5.74964 1.00548
C 0.50142 4.29949 0.94414
N 0.34901 3.14334 0.88366
H 1.49817 6.05525 0.30572
H 0.99209 6.05220 2.02583
H -0.22816 6.27723 0.73254
*
```

- Largest force on an atom: 3.1 eV Å⁻¹
- Kohn-Sham gap (spin up / spin down): 7.35 / 4.50 eV
- ΔE to the lowest compared entry with this formula, charge and spin: 1.197 eV
- HOMO (spin up / spin down): -0.3561 / -0.3365 hartree
- <S²>: 0.79

C4H9N2 | the ωB97M-V functional and the def2-TZVPD basis

```
! RIJCOSX wB97M-V def2-TZVPD def2/J DEFGRID3
* xyz 1 1
C -0.57677 0.08053 0.80497
C 0.20696 -1.72275 -2.00322
C -1.74091 0.64044 1.35319
C 1.50108 1.09724 0.21248
N -0.18899 -0.77435 -0.13780
N 0.74635 0.02586 0.79440
H 1.12453 -2.41039 -2.09366
H 0.29329 -0.75347 -2.53845
H -0.75557 -2.26739 -1.78995
H -1.58585 1.52190 1.98947
H -2.56113 -0.16657 1.68552
H -2.43131 1.07404 0.50075
H 1.55519 1.93660 0.97158
H 0.96927 1.46925 -0.86078
H 2.52663 0.74494 0.08479
*
```

- Largest force on an atom: 5.0 eV Å⁻¹
- Kohn-Sham gap (spin up / spin down): 7.46 / 7.46 eV
- ΔE to the lowest compared entry with this formula, charge and spin: 7.722 eV
- HOMO (spin up / spin down): -0.4983 / -0.4983 hartree

H14O7 | the ωB97M-V functional and the def2-TZVPD basis

```
! RIJCOSX wB97M-V def2-TZVPD def2/J DEFGRID3
* xyz 0 1
O 1.43793 0.17312 -2.45438
H 1.20257 -0.79887 -2.34977
H 0.80459 0.29896 -3.14796
O -1.72335 -0.48666 -2.52418
H -2.62483 -0.22819 -2.79973
H -1.80477 -0.94862 -1.69917
O -0.80757 -0.95048 0.32091
H -1.03309 -0.03846 0.60163
H -1.27847 -1.53094 0.94688
O 2.01128 -2.06189 -0.22171
H 2.68414 -2.41907 0.43123
H 1.57382 -1.25784 0.14059
O -0.73900 1.77802 1.45144
H -1.12508 2.50779 0.91372
H 0.20035 1.88781 1.34135
O -1.45724 -1.22781 3.88498
H -0.57175 -0.87621 3.68968
H -1.75652 -1.18718 4.80964
O 1.69453 2.48686 -0.70188
H 1.54887 1.70885 -1.21842
H 1.76361 3.17077 -1.41484
*
```

- Largest force on an atom: 2.4 eV Å⁻¹
- SMILES string: O.O.O.O.O.O.O
- Kohn-Sham gap: 11.51 eV
- ΔE to the lowest compared entry with this formula, charge and spin: 1.586 eV
- HOMO: -0.4053 hartree

IO6V3 | the ωB97M-V functional and the def2-TZVPD basis

```
! RIJCOSX wB97M-V def2-TZVPD def2/J DEFGRID3
* xyz 2 1
O 1.17479 3.27273 1.43550
V 1.20815 1.77127 1.77654
O 0.92924 1.63897 3.29279
O 0.51384 -2.26861 -2.79069
V 1.35651 -0.98145 -2.62940
O 2.76918 -1.39791 -2.16760
O -3.11891 -0.58494 -0.76296
V -2.41896 -1.21459 0.46200
O -2.57473 -0.19713 1.61903
I 0.16090 -0.03832 -0.23521
*
```

- Largest force on an atom: 0.6 eV Å⁻¹
- Kohn-Sham gap: 9.30 eV
- ΔE to the lowest compared entry with this formula, charge and spin: 0.000 eV
- HOMO: -0.7092 hartree

What is the largest force on an atom in the fifth record? 5.0 eV Å⁻¹

largest force on an atom of number 4 (C11H23CaN3OP2)? 3.1 eV Å⁻¹

The lowest largest force on an atom belongs to which entry? C20H29N3O3